# 1
# C4H8S

C4H8S in the gas phase in a non-equilibrium geometry (the ωB97M-V functional and the def2-TZVPD basis, OMol25).

Element x y z (Å)
S 2.559 -0.503 -0.022
C -1.657 -0.031 0.069
C -0.354 -0.786 -0.273
C 1.479 0.935 -0.152
C 0.730 -0.202 0.542
H 1.804 1.787 0.418
H 1.056 1.116 -1.166
H -1.945 -0.160 1.115
H -2.412 -0.362 -0.636
H 0.790 -0.222 1.626
H -0.421 -1.878 0.014
H -0.070 -0.702 -1.398
H -1.559 1.010 -0.136

Summary:
structure (SMILES)	CC[C@@H]1CS1
HOMO	-0.31804	hartree
frontier orbital gap	9.7	eV
relative energy (zero: lowest compared OMol25 entry of this formula, charge and spin)	8.21	kcal per mole
energy	-15112.02957	eV
net charge	0
E_LUMO	1.029	eV

Here are the Löwdin charges for atoms 1 to 4, given in e: atom 1 (S): 0.731, atom 2 (C): -0.098, atom 3 (C): -0.301, atom 4 (C): -0.494


# 2
# C6H12O

C6H12O in the gas phase (the ωB97M-V functional and the def2-TZVPD basis, OMol25).

Element x y z (Å)
O 0.661 0.635 0.335
C -2.273 0.106 -1.229
C 0.245 -0.597 0.473
C 3.051 0.349 0.736
C -2.057 -1.007 -0.206
C 1.981 0.751 -0.254
C -1.174 -0.560 0.978
H -1.262 -1.299 1.784
H -1.496 0.423 1.353
H -2.895 0.907 -0.815
H -1.321 0.554 -1.532
H 2.883 -0.687 1.043
H 2.000 0.113 -1.141
H -1.572 -1.864 -0.687
H -2.769 -0.272 -2.129
H 4.040 0.424 0.271
H 3.031 0.990 1.622
H 2.065 1.798 -0.556
H -3.023 -1.359 0.171

Summary:
HOMO	-0.30416	hartree
frontier orbital gap	9.3	eV
relative energy (zero: lowest compared OMol25 entry of this formula, charge and spin)	65.17	kcal per mole
energy	-8461.52772	eV
net charge	0
E_LUMO	1.052	eV

Here are the Löwdin charges for atoms 1 to 4, given in e: atom 1 (O): -0.104, atom 2 (C): -0.112, atom 3 (C): -0.045, atom 4 (C): -0.086


# 3
# C40H72F3IN2O30PS

A 10-piece molecular cluster, C40H72F3IN2O30PS overall in a non-equilibrium geometry (the ωB97M-V functional and the def2-TZVPD basis, OMol25).

Element x y z (Å)
I -1.263 -1.218 -7.828
S -4.584 -0.574 -7.796
P -2.427 -3.188 -2.502
F -6.328 1.202 -3.930
F -5.124 0.023 -2.588
F -7.177 0.420 -2.108
O 2.374 -4.403 1.559
O 2.710 -9.669 0.701
O -0.519 -2.480 8.752
O 1.463 -2.061 7.753
O 2.256 5.605 3.745
O 2.720 -11.019 -1.110
O 0.268 0.791 -3.241
O -7.917 4.262 -5.578
O 7.091 2.477 2.154
O 9.119 -0.589 -2.065
O -1.885 7.476 4.266
O 1.290 4.799 1.871
O 2.858 -8.885 -1.410
O 9.020 1.572 -2.714
O -1.734 6.110 6.058
O -3.132 7.883 5.980
O 5.943 0.534 2.149
O 1.276 -2.579 9.943
O 1.673 -3.374 -0.328
O -2.360 0.243 3.066
O 9.406 0.948 -0.578
O 0.443 -4.940 0.517
O -0.792 2.698 -3.664
O -0.556 0.170 4.237
O -2.454 -1.808 -1.644
O -7.763 3.937 -7.807
O 4.877 2.363 1.722
O -0.398 0.668 2.036
O -9.563 4.886 -6.826
O 2.051 6.821 1.854
N -2.973 -2.466 -4.088
N -4.285 -2.177 -4.159
C -2.084 -2.212 -5.046
C -1.033 0.389 3.024
C 2.929 -7.569 -0.864
C 0.806 -2.346 8.722
C -2.204 7.063 5.493
C -0.601 -0.124 -3.918
C 6.071 1.852 2.023
C -3.023 0.484 1.828
C 2.852 -2.556 -0.276
C -3.968 -4.023 -2.075
C 1.896 5.734 2.605
C 2.698 -2.467 10.062
C -8.358 4.327 -6.835
C -0.399 1.927 -2.859
C -2.551 -1.642 -6.264
C -1.156 -2.256 7.495
C 8.877 -0.969 -3.421
C 2.617 -12.148 -0.235
C 0.072 -1.481 -3.888
C 9.168 0.730 -1.868
C -10.162 5.025 -8.119
C -4.740 -1.608 -5.239
C 9.492 2.332 -0.214
C -3.568 7.557 7.303
C -6.207 -1.255 -5.243
C -6.612 3.695 -5.450
C 2.760 -9.846 -0.488
C 0.201 -5.915 1.543
C 0.872 0.274 4.358
C 1.081 3.565 2.571
C -0.643 -2.520 -4.806
C -6.350 0.138 -3.118
C -0.594 2.064 -1.391
C 2.698 7.913 2.520
C -3.905 -1.337 -6.363
C -6.819 -1.098 -3.845
C 1.581 -4.256 0.672
C -0.878 6.684 3.630
C 7.167 -0.148 2.454
C 4.870 3.785 1.557
H 0.044 6.717 4.203
H 0.591 2.892 1.875
H -4.014 6.565 7.327
H 0.445 3.721 3.442
H 2.928 -2.682 11.101
H -9.552 5.661 -8.757
H 2.034 -7.346 -0.288
H 7.895 -0.002 1.658
H 0.988 -6.665 1.562
H -2.221 -2.397 7.656
H -4.314 8.302 7.564
H 0.127 -5.434 2.516
H -4.081 0.328 2.016
H -6.601 2.680 -5.835
H 3.700 7.628 2.836
H -1.551 -0.145 -3.380
H -6.349 -0.319 -5.773
H 2.797 -1.895 -1.135
H -2.738 7.607 8.004
H -0.976 -1.242 7.145
H 1.702 -12.097 0.350
H 8.864 -2.054 -3.431
H 2.116 8.235 3.381
H 3.812 -7.454 -0.238
H 3.479 -12.198 0.428
H -4.795 -3.317 -2.011
H -6.730 -2.072 -5.740
H 1.117 0.058 5.393
H 5.172 4.279 2.478
H 2.994 -6.889 -1.709
H -0.764 3.110 -1.154
H -11.128 5.491 -7.951
H 3.194 -3.190 9.418
H -2.859 1.507 1.493
H 9.671 -0.605 -4.070
H 7.917 -0.585 -3.762
H -7.890 -0.962 -3.992
H 7.573 0.200 3.401
H -0.134 -2.505 -5.763
H 3.845 4.055 1.318
H -2.253 -1.979 -0.712
H -0.521 -3.523 -4.406
H -5.878 4.299 -5.981
H 8.554 2.842 -0.421
H 10.310 2.818 -0.740
H 9.678 2.351 0.855
H -6.382 3.694 -4.390
H -0.723 7.114 2.645
H -1.489 1.515 -1.094
H 3.747 -3.171 -0.339
H -0.751 0.236 -4.939
H -0.808 -2.975 6.755
H 2.596 -13.023 -0.877
H 0.259 1.657 -0.858
H -10.298 4.052 -8.585
H 2.870 -1.969 0.640
H 1.094 -1.382 -4.238
H 5.521 4.084 0.739
H 1.364 -0.456 3.719
H -3.853 -4.504 -1.108
H 2.755 8.716 1.793
H -1.217 5.654 3.526
H -5.450 -1.542 -8.127
H 6.912 -1.201 2.529
H 2.035 3.138 2.877
H 3.025 -1.460 9.813
H -4.193 -4.734 -2.869
H 0.028 -1.858 -2.868
H -0.746 -6.385 1.293
H -6.685 -1.972 -3.218
H 1.206 1.277 4.110
H -2.678 -0.212 1.064

Summary:
HOMO	-0.44008	hartree
frontier orbital gap	7.3	eV
energy	-143424.81251	eV
net charge	+1
E_LUMO	-4.690	eV

Here are the Löwdin charges for atoms 1 to 4, given in e: atom 1 (I): 1.112, atom 2 (S): 0.844, atom 3 (P): 0.974, atom 4 (F): 0.135


# 4
# C14H58O15

A 15-piece molecular cluster, C14H58O15 overall in a non-equilibrium geometry (the ωB97M-V functional and the def2-TZVPD basis, OMol25).

Element x y z (Å)
O -5.847 -9.561 22.798
O -1.238 -6.767 23.079
O -7.286 -11.415 24.479
O 0.952 -8.962 25.744
O -5.184 -11.465 28.379
O -0.730 -13.318 23.542
O -5.013 -12.071 21.048
O 0.611 -8.912 23.030
O -0.915 -8.576 27.793
O -2.028 -15.576 24.735
O -7.104 -13.114 26.786
O -3.814 -16.372 27.939
O -0.863 -11.043 21.974
O -3.339 -10.196 23.603
O -3.559 -7.132 27.451
C -2.999 -10.428 24.989
C 0.276 -12.806 24.444
C -1.081 -9.798 28.529
C -2.531 -14.464 28.764
C -4.005 -14.260 21.259
C -3.742 -14.945 27.980
C -2.375 -9.823 29.333
C -1.839 -6.836 24.360
C -3.380 -11.824 25.416
C 0.465 -13.730 25.613
C -5.715 -8.419 21.973
C -2.952 -5.807 24.389
C -3.832 -12.778 21.457
C -5.053 -8.751 20.640
H -1.599 -14.936 28.458
H -1.080 -10.632 27.830
H -4.452 -12.003 25.298
H -5.105 -7.671 22.498
H -5.416 -10.568 28.646
H -0.258 -9.947 29.237
H -3.464 -5.814 25.348
H -4.836 -7.821 20.099
H -6.558 -12.691 27.459
H -0.833 -12.627 22.861
H -7.123 -12.482 26.046
H -2.904 -7.847 27.455
H -0.261 -10.338 22.286
H 0.640 -8.974 24.011
H 1.223 -12.703 23.890
H -2.474 -10.782 29.851
H -6.796 -10.615 24.238
H -4.848 -14.636 21.846
H -4.841 -11.881 29.178
H -2.672 -14.557 29.844
H -0.374 -13.641 26.313
H -5.725 -9.389 20.066
H -2.424 -15.926 23.931
H 1.352 -13.441 26.184
H -2.504 -4.823 24.223
H -2.596 -10.403 23.022
H -3.167 -11.962 26.481
H -2.255 -7.842 24.505
H 1.503 -9.158 22.758
H -3.256 -6.490 28.099
H -4.681 -14.558 28.380
H -1.526 -14.799 24.435
H -3.249 -9.780 28.682
H -3.644 -5.995 23.569
H -3.601 -9.705 25.547
H -5.282 -11.488 21.767
H -0.954 -7.846 28.420
H 1.673 -8.920 26.379
H -4.972 -9.794 23.174
H -2.959 -12.429 20.887
H -3.725 -14.549 26.955
H -3.128 -14.848 21.534
H -2.433 -9.023 30.073
H -0.786 -11.034 21.013
H -4.070 -9.222 20.700
H 0.142 -8.957 26.284
H -4.256 -14.480 20.217
H -2.417 -13.379 28.602
H -1.941 -10.202 25.155
H -6.698 -8.004 21.768
H -0.533 -7.426 23.030
H -1.097 -6.590 25.130
H -2.883 -12.588 24.815
H -7.675 -11.714 23.651
H 0.569 -14.777 25.341
H -3.662 -12.499 22.500
H 0.016 -11.795 24.788
H -2.922 -16.699 27.790

Summary:
HOMO	-0.35713	hartree
frontier orbital gap	9.4	eV
relative energy (zero: lowest compared OMol25 entry of this formula, charge and spin)	0.00	kcal per mole
energy	-46171.20565	eV
net charge	0
E_LUMO	-0.364	eV

Here are the Löwdin charges for atoms 1 to 4, given in e: atom 1 (O): -0.126, atom 2 (O): -0.082, atom 3 (O): -0.049, atom 4 (O): -0.047


# 5
# C7H11NO4S

C7H11NO4S as an isolated structure in a non-equilibrium geometry (the ωB97M-V functional and the def2-TZVPD basis, OMol25).

Element x y z (Å)
S 2.465 0.814 1.822
O 0.386 -1.256 3.512
O 2.225 -1.591 -0.951
O -2.430 0.013 -0.194
O -1.318 -0.286 2.577
N 0.267 1.317 0.249
C -1.943 -0.027 -2.508
C -0.483 1.134 -0.953
C 2.256 -0.409 -0.687
C -1.741 0.390 -1.109
C -0.137 -0.865 2.546
C 0.449 -1.090 1.131
C 1.062 0.264 0.758
H -2.627 -0.850 -2.421
H -0.935 -0.516 -2.822
H 2.304 -0.066 2.775
H -1.549 -0.048 1.632
H 0.150 0.745 -1.747
H 2.797 0.419 -1.005
H 0.748 2.172 0.281
H -0.602 2.169 -1.150
H -0.284 -1.252 0.329
H 1.063 -1.988 1.107
H -2.124 0.808 -3.172

Summary:
HOMO	-0.29908	hartree
frontier orbital gap	8.3	eV
relative energy (zero: lowest compared OMol25 entry of this formula, charge and spin)	64.27	kcal per mole
energy	-27949.98243	eV
net charge	0
E_LUMO	0.198	eV

Here are the Löwdin charges for atoms 1 to 4, given in e: atom 1 (S): 0.839, atom 2 (O): 0.128, atom 3 (O): 0.029, atom 4 (O): 0.105


# 6
# C17H23NO4S

C17H23NO4S in the gas phase in a non-equilibrium geometry (the ωB97M-V functional and the def2-TZVPD basis, OMol25).

Element x y z (Å)
S 2.674 -0.018 -1.272
O 4.089 0.336 -0.957
O -2.614 -2.915 -1.953
O 2.559 -0.943 -2.404
O -2.299 -2.013 0.157
N 1.821 -0.704 0.074
C -0.352 3.338 -2.030
C 0.691 0.606 4.237
C -1.532 -0.749 -1.591
C 1.566 1.326 -1.607
C 0.488 2.739 2.839
C 1.019 3.547 -2.289
C -3.086 -4.089 -1.367
C 1.957 2.554 -2.095
C 0.551 -1.125 -0.238
C 2.100 1.045 1.995
C -4.212 -4.495 -2.226
C -2.123 -2.010 -1.060
C -0.687 2.033 -1.693
C 0.795 1.283 2.741
C 0.262 1.011 -1.557
C 2.326 -0.374 1.434
C -0.276 -0.283 -1.154
H -4.571 -5.541 -2.196
H -3.490 -4.008 -0.417
H -1.690 1.767 -1.459
H -0.021 -1.351 0.714
H 2.161 1.717 1.121
H -2.092 -0.226 -2.349
H 0.412 3.310 1.874
H -0.123 0.865 2.221
H -0.232 0.786 4.860
H 3.341 -0.503 1.427
H 1.252 3.189 3.379
H -0.987 4.232 -2.096
H -3.819 -4.381 -3.318
H 0.706 -2.131 -0.697
H 2.924 1.182 2.709
H 2.985 2.914 -2.377
H 1.931 -1.131 2.142
H 0.707 -0.513 4.268
H 1.522 0.861 4.853
H -2.233 -4.730 -1.188
H -5.143 -3.901 -2.067
H -0.463 2.918 3.364
H 1.204 4.577 -2.751

Summary:
structure (SMILES)	CCOC(=O)/C=C1\CN(CCC(C)C)S(=O)(=O)c2ccccc21
HOMO	-0.32349	hartree
frontier orbital gap	8.5	eV
relative energy (zero: lowest compared OMol25 entry of this formula, charge and spin)	94.69	kcal per mole
energy	-38514.13892	eV
net charge	0
E_LUMO	-0.282	eV

Here are the Löwdin charges for atoms 1 to 4, given in e: atom 1 (S): 0.789, atom 2 (O): -0.300, atom 3 (O): 0.015, atom 4 (O): -0.283